No. 1
{"formula": "C29H31F6N8O4SSbZn", "method": "ωB97M-V with the def2-TZVPD basis set", "de_lowest_kcal_mol": 35.6, "multiplicity": 2, "max_force_ha_per_bohr": 0.01271, "total_charge": 1, "total_energy_ev": -132781.54383, "elements": ["Zn", "N", "C", "N", "C", "N", "N", "C", "C", "C", "C", "C", "C", "N", "C", "C", "C", "C", "C", "C", "H", "H", "H", "H", "H", "H", "H", "H", "H", "H", "H", "F", "Sb", "F", "F", "F", "F", "F", "C", "C", "C", "C", "N", "N", "C", "H", "H", "H", "H", "H", "H", "H", "H", "C", "C", "C", "C", "C", "C", "C", "S", "O", "O", "N", "C", "C", "C", "O", "O", "H", "H", "H", "H", "H", "H", "H", "H", "H", "H", "H", "H"], "positions_angstrom": [[-1.149717, -0.076272, 0.578887], [-1.589660, -3.091312, 3.925823], [-1.605148, -2.615183, 2.690862], [-2.071747, -1.422606, 2.390862], [-2.509067, -0.656783, 3.379981], [-2.931636, 0.650970, 3.131224], [-2.545939, 1.023130, 1.936583], [-2.677076, 2.302978, 1.691547], [-2.182729, 2.783332, 0.415482], [-2.337610, 4.107123, 0.042730], [-1.806197, 4.513923, -1.177207], [-1.149366, 3.588024, -1.959422], [-1.038529, 2.267436, -1.508539], [-1.542371, 1.878316, -0.354582], [-2.543066, -1.078948, 4.730058], [-2.994872, -0.279373, 5.804180], [-2.914083, -0.763989, 7.077149], [-2.377449, -2.048166, 7.324701], [-1.934934, -2.846971, 6.304963], [-2.020396, -2.356135, 5.000062], [-1.131632, -3.979036, 4.092428], [-1.198257, -3.239345, 1.907842], [-3.074503, 2.987776, 2.434094], [-2.859903, 4.798831, 0.689996], [-1.902790, 5.541315, -1.500486], [-0.707637, 3.865373, -2.906625], [-0.529021, 1.508548, -2.088609], [-3.383938, 0.705939, 5.597622], [-3.253367, -0.160744, 7.907360], [-2.308756, -2.407070, 8.342895], [-1.513622, -3.824992, 6.497748], [0.061813, 0.914756, 1.954821], [1.514327, -0.092569, 2.957818], [2.402827, 0.598077, 1.448690], [2.499973, -1.685603, 2.715237], [3.010173, 0.440964, 3.958163], [0.294671, -1.291446, 3.805733], [0.699378, 1.085687, 4.212208], [-1.905097, -3.288231, -3.792488], [-2.424585, -2.409917, -2.705710], [-3.659383, -1.833150, -2.493121], [-3.517753, -1.042612, -1.342112], [-2.282935, -1.144339, -0.861765], [-1.638543, -1.989807, -1.701125], [-4.535710, -0.165300, -0.688945], [-2.721022, -3.608927, -4.435129], [-1.418826, -4.175216, -3.386430], [-1.173915, -2.754293, -4.400787], [-4.542371, -1.951415, -3.097801], [-0.634973, -2.076312, -1.646543], [-5.531875, -0.591428, -0.793699], [-4.548714, 0.823487, -1.152359], [-4.326293, -0.043422, 0.372453], [4.894537, 4.519930, -3.846295], [4.458165, 3.079120, -3.821230], [3.342416, 2.689709, -3.083862], [2.951327, 1.362986, -3.018789], [3.698407, 0.403299, -3.693053], [4.811653, 0.766636, -4.440111], [5.175003, 2.103004, -4.505406], [3.305357, -1.300877, -3.515856], [3.993271, -2.014247, -4.547856], [1.877980, -1.393342, -3.349288], [3.963507, -1.796656, -2.110424], [3.437206, -1.293719, -0.832076], [2.198063, -2.096249, -0.391187], [1.041557, -1.239362, 0.007084], [0.461281, -1.441513, 1.149127], [0.540015, -0.396475, -0.765940], [4.048230, 5.189056, -4.006993], [5.626177, 4.700887, -4.631733], [5.351979, 4.794328, -2.893759], [2.782692, 3.439909, -2.534086], [2.095100, 1.056822, -2.435956], [5.370359, 0.009345, -4.973466], [6.034451, 2.392715, -5.097510], [4.970469, -1.841109, -2.190039], [3.218060, -0.223877, -0.869636], [4.225498, -1.422141, -0.095034], [2.426874, -2.774484, 0.425061], [1.864199, -2.668728, -1.258444]], "atomic_forces_ev_per_a": [[0.1, -0.2, -0.4], [0.0, -0.1, -0.1], [0.0, 0.0, 0.1], [-0.2, 0.0, -0.1], [-0.2, 0.3, 0.3], [0.3, -0.5, -0.3], [-0.2, 0.5, 0.3], [0.2, -0.1, -0.4], [0.0, -0.1, 0.2], [0.0, 0.1, -0.1], [0.0, 0.1, 0.0], [0.1, -0.1, 0.0], [-0.1, 0.0, 0.0], [0.0, 0.0, 0.2], [0.0, -0.1, 0.2], [0.0, 0.0, -0.1], [0.0, -0.1, 0.1], [-0.1, 0.1, 0.1], [0.0, 0.0, -0.1], [-0.1, 0.0, 0.0], [0.0, 0.0, 0.0], [0.0, 0.0, 0.0], [-0.1, -0.1, 0.0], [0.0, 0.0, 0.0], [0.0, 0.0, 0.0], [0.0, 0.0, 0.0], [0.1, 0.0, 0.0], [0.0, 0.0, 0.0], [0.0, 0.0, 0.0], [0.0, 0.0, 0.0], [0.0, 0.0, 0.0], [-0.3, -0.3, 0.0], [0.1, 0.5, 0.2], [0.3, 0.1, -0.3], [0.2, -0.3, -0.1], [0.3, -0.1, 0.2], [-0.1, -0.1, 0.1], [-0.1, 0.3, 0.3], [0.0, 0.0, 0.0], [0.1, 0.0, 0.0], [0.0, 0.1, 0.0], [-0.2, 0.0, 0.1], [0.2, 0.0, -0.1], [0.0, 0.0, 0.0], [0.0, -0.1, 0.0], [0.0, 0.0, 0.0], [0.0, 0.0, 0.0], [0.0, 0.0, 0.0], [0.0, 0.0, 0.0], [0.0, 0.1, 0.0], [0.0, 0.0, 0.0], [0.0, 0.0, 0.0], [0.0, 0.0, 0.0], [0.0, 0.0, 0.0], [0.0, 0.1, 0.0], [-0.1, 0.0, 0.1], [0.1, 0.0, 0.0], [0.2, 0.1, 0.0], [-0.1, 0.0, 0.0], [0.0, 0.0, 0.0], [-0.3, 0.0, -0.3], [0.0, 0.0, 0.0], [0.1, -0.1, 0.0], [0.1, 0.1, 0.2], [0.0, -0.1, -0.1], [0.2, 0.1, 0.0], [-0.5, 0.1, 0.4], [-0.1, -0.1, -0.5], [0.1, 0.0, -0.1], [0.0, 0.0, 0.0], [0.0, 0.0, 0.0], [0.0, 0.0, 0.0], [0.0, 0.0, 0.0], [-0.1, 0.0, 0.0], [0.0, 0.0, 0.0], [0.0, 0.0, 0.0], [0.0, -0.1, 0.1], [0.0, -0.1, -0.1], [0.0, 0.0, 0.0], [0.0, 0.0, 0.0], [0.0, -0.1, 0.0]], "lowdin_charge": [0.679, 0.181, -0.077, 0.143, -0.212, 0.175, -0.029, 0.030, -0.241, 0.024, -0.019, 0.001, -0.063, 0.087, -0.066, 0.021, -0.023, -0.012, 0.019, -0.148, 0.189, 0.157, 0.148, 0.128, 0.123, 0.121, 0.119, 0.121, 0.121, 0.124, 0.130, -0.371, 1.484, -0.312, -0.342, -0.355, -0.325, -0.382, 0.001, -0.273, 0.031, -0.322, 0.031, 0.073, -0.018, 0.086, 0.089, 0.092, 0.119, 0.141, 0.087, 0.084, 0.052, -0.043, -0.262, -0.033, -0.057, -0.280, -0.041, -0.025, 0.626, -0.278, -0.296, -0.129, -0.173, -0.071, -0.623, -0.182, -0.027, 0.081, 0.078, 0.089, 0.114, 0.089, 0.116, 0.118, 0.120, 0.102, 0.133, 0.118, 0.117]}

=====

No. 2
{"formula": "C2H30HfO14", "method": "ωB97M-V with the def2-TZVPD basis set", "de_lowest_kcal_mol": 44.7, "max_force_ha_per_bohr": 0.13631, "total_charge": 2, "total_energy_ev": -32517.62505, "elements": ["Hf", "C", "O", "H", "H", "H", "C", "O", "H", "H", "H", "O", "H", "H", "O", "H", "H", "O", "H", "H", "O", "H", "H", "O", "H", "H", "O", "H", "H", "O", "H", "H", "O", "H", "H", "O", "H", "H", "O", "H", "H", "O", "H", "H", "O", "H", "H"], "positions_angstrom": [[-1.001262, -2.294107, -1.529195], [-0.317150, -3.155776, 1.353991], [-1.219979, -2.664659, 0.363019], [-0.680214, -2.860064, 2.267940], [0.686512, -2.942334, 1.098187], [-0.362770, -4.228694, 1.285360], [0.351389, 0.064255, 0.168426], [-0.393681, -0.582326, -0.794742], [-0.290176, 0.436186, 0.952074], [0.939526, 0.765867, -0.365738], [1.060997, -0.682743, 0.540309], [0.581675, -0.157128, -3.469953], [0.280758, 0.693942, -3.694192], [1.245452, -0.372235, -4.141944], [1.905375, -0.752824, 3.215783], [2.603494, -0.146536, 3.000985], [1.487305, -1.038839, 2.397476], [-2.771521, 1.749347, 0.733978], [-3.522161, 2.106917, 1.176828], [-2.477022, 1.155542, 1.480870], [-0.775562, 2.021179, -1.671629], [-1.485085, 2.442422, -1.186684], [-0.516416, 1.213055, -1.229643], [2.669323, 1.731638, 1.715756], [2.246305, 1.951901, 2.567421], [1.889632, 1.755136, 1.149475], [-0.041803, 2.989039, 1.447213], [-0.894599, 2.492584, 1.487677], [0.256478, 3.191928, 2.301926], [-2.029498, 0.469435, 2.915079], [-2.081358, 0.986053, 3.702051], [-1.515491, -0.302202, 3.052596], [3.439672, -0.679222, -1.348126], [3.666341, -0.098904, -0.571071], [4.086664, -0.375237, -1.986755], [2.236984, 2.047276, -2.020140], [2.352827, 1.088569, -1.939825], [1.434699, 2.230037, -1.513448], [-3.365091, -0.722539, -0.189028], [-3.144098, 0.226816, -0.128098], [-4.000239, -0.961500, 0.510195], [1.141024, -2.529048, -1.515772], [1.634256, -1.864501, -1.059014], [1.616023, -2.813775, -2.355456], [-2.144787, -0.847497, -2.593323], [-1.701280, -0.155188, -3.061773], [-3.081470, -0.581245, -2.519067]], "atomic_forces_ev_per_a": [[0.8, 4.5, 5.3], [-0.6, -1.7, -2.1], [-0.1, -1.0, -2.8], [-0.3, 0.9, 2.3], [1.2, 0.8, 0.2], [-0.1, -0.6, 0.4], [0.7, -2.1, 0.5], [-1.5, -1.8, -2.5], [0.2, 0.3, 0.3], [0.6, 1.1, 0.2], [0.2, 0.3, 0.7], [0.5, -2.6, 0.2], [-0.4, 2.2, -0.3], [-0.2, 0.2, 0.0], [-1.0, -0.8, 0.5], [0.5, 0.4, -0.5], [0.4, 0.2, 0.1], [1.1, -1.1, 0.3], [-1.3, 1.1, 0.1], [0.2, 0.3, -0.5], [0.2, 0.1, -1.1], [-0.1, 0.1, 0.4], [-0.7, 0.1, 0.0], [-0.5, -0.2, 0.6], [0.6, 0.0, -0.3], [0.1, 0.4, -0.2], [-1.2, -1.3, -2.2], [0.9, 1.0, 0.3], [0.2, 0.5, 1.9], [-0.7, 0.5, -1.4], [0.1, 0.3, 1.1], [0.8, -1.0, 0.6], [-0.2, 0.9, 1.4], [-0.3, -0.8, -0.8], [0.3, -0.1, -0.5], [0.0, -0.5, 0.2], [0.0, 0.3, -0.1], [0.0, 0.5, -0.3], [-0.1, -0.9, -0.5], [-0.3, 0.0, 0.5], [0.4, 0.4, -0.4], [-0.7, -2.6, -2.8], [1.4, 1.4, 0.3], [-0.1, 0.6, 1.6], [-1.8, -1.0, -0.6], [0.9, 1.1, -0.6], [0.1, -0.2, 0.4]], "lowdin_charge": [1.957, -0.095, -0.376, 0.075, 0.064, 0.098, -0.140, -0.409, 0.091, 0.052, 0.077, -0.029, 0.032, 0.089, -0.033, 0.012, -0.020, -0.058, 0.071, 0.008, -0.017, 0.049, -0.037, -0.044, 0.057, -0.012, -0.022, 0.020, 0.024, 0.017, 0.083, 0.052, -0.048, 0.097, 0.072, -0.037, -0.018, 0.008, -0.083, 0.011, 0.087, -0.056, 0.038, 0.169, -0.080, 0.067, 0.134]}